1.
A single C17H19N3O5S molecule at a distorted geometry. Source: OMol25; level of theory: ωB97M-V/def2-TZVPD.

Structure (ORCA input):
```
! RIJCOSX wB97M-V def2-TZVPD def2/J DEFGRID3
* xyz 0 1
H -2.8090 2.4197 -2.3687
C 0.4340 -2.5975 2.6925
H 2.8432 -5.6241 0.5417
C -0.4250 2.3256 1.3333
H 0.8860 -2.8352 3.6591
H 2.2988 0.0245 -0.6217
H 1.9739 0.2792 -2.3269
C 2.0256 2.2965 1.6185
O 2.0787 -3.9040 1.4683
O 2.1354 1.9832 -1.2077
S -3.6157 0.4077 -1.2975
H -1.0358 1.2549 -3.2778
H -3.1769 -0.2601 1.7081
C -1.3487 -1.4125 1.4806
C -2.4821 -0.6742 -0.3043
C -2.8490 2.0448 -1.3201
C -0.7901 -1.8691 0.3166
C 0.8955 2.0301 -0.6005
C -0.2359 1.8634 -2.8683
N -1.4965 -1.3987 -0.7759
N -1.5689 2.2375 0.6585
C -0.2644 1.9501 -1.3382
H 1.7484 2.1768 2.6596
H 0.7178 1.4418 -3.2733
C 2.5101 0.6628 -1.4777
H -3.4978 2.7444 -0.7947
O -4.9361 0.5268 -0.6456
H 1.2822 -5.0668 -0.0735
C -0.7507 -1.7613 2.7155
H -1.2227 -1.4599 3.6790
N -2.5114 -0.7625 1.0958
H -0.3455 2.8560 -3.2874
H 3.5619 0.5850 -1.6271
O 2.6026 3.5600 1.3623
H 2.7571 3.6409 0.3940
C -1.5101 2.0462 -0.6788
C 0.2876 -2.7487 0.2838
H 0.5843 -3.1132 -0.6923
O -3.7170 -0.0395 -2.7016
H -0.4755 2.4820 2.4056
C 2.2330 -4.7344 0.3287
C 0.9724 -3.0946 1.4592
H 2.7238 1.4890 1.4035
H 2.7155 -4.1781 -0.4708
C 0.7971 2.2054 0.7658
*
```

Calculated values
SMILES: COc1ccc2[nH]c(S(=O)(=O)Cc3ncc(CO)c(OC)c3C)nc2c1
Lowest unoccupied orbital energy in eV: 0.0
Gap between HOMO and LUMO in eV: 8.75



2.
A single C17H19N5O2S molecule at a distorted geometry. Source: OMol25; level of theory: ωB97M-V/def2-TZVPD.

Structure (ORCA input):
```
! RIJCOSX wB97M-V def2-TZVPD def2/J DEFGRID3
* xyz 0 1
H 3.4518 1.5463 -2.2492
H -7.6256 -2.3004 -0.2272
C 7.3064 -0.0406 -0.7950
H -4.9682 1.4214 0.9743
C -6.5879 -1.9855 -0.3615
C -6.4628 -1.2581 -1.6946
H -6.8159 -0.2507 0.8954
N 0.3378 2.5677 0.4144
H 0.2431 3.4958 0.8112
C -4.7088 -0.7286 0.8577
C -6.1856 -1.1415 0.8494
C 7.9983 -0.7387 0.1681
H 1.3870 0.0821 0.3265
O 3.1350 -0.6283 1.4992
H -4.1221 -1.4250 0.2586
H -7.0247 -0.3261 -1.6771
C 7.3362 -1.2764 1.2716
C -0.8121 1.8521 0.2569
C 1.6368 2.2013 0.1319
C -3.0432 0.9986 0.2143
H -6.3918 -1.7299 1.7457
S -2.3408 2.4831 0.8695
H 7.8941 -1.8212 2.0184
C -4.4883 0.6914 0.3201
H 7.8024 0.3837 -1.6533
N -0.9296 0.7090 -0.3268
H 5.4386 -1.5160 2.2532
H -6.8603 -1.8776 -2.4956
H -4.9341 0.7812 -0.6728
O 2.5325 2.9878 0.3045
C 5.9770 -1.1123 1.4089
N 5.2485 0.8367 -1.6404
C 1.8315 0.7891 -0.3826
N -2.1710 0.2461 -0.3420
C 3.8197 -0.2206 0.5821
H 9.0658 -0.8723 0.0713
H -4.3216 -0.7676 1.8778
H 1.3349 0.6700 -1.3482
H -5.9720 -2.8870 -0.3863
C 3.9903 0.9865 -1.4951
C 5.2574 -0.4087 0.4403
H -5.4228 -1.0416 -1.9248
C 5.9243 0.1354 -0.6728
N 3.2398 0.4890 -0.4758
*
```

Calculated values
SMILES: CCCCCc1nnc(NC(=O)Cn2cnc3ccccc3c2=O)s1
Lowest unoccupied orbital energy in eV: 0.3
Gap between HOMO and LUMO in eV: 8.93



3.
A single C17H19NO2 molecule. Source: OMol25; level of theory: ωB97M-V/def2-TZVPD.

Structure (ORCA input):
```
! RIJCOSX wB97M-V def2-TZVPD def2/J DEFGRID3
* xyz 0 1
C -2.0785 -2.1687 0.8532
C 3.4292 -1.6889 -2.3574
H -0.1254 2.7485 -1.9951
H 4.4130 -1.2296 -2.2889
C 0.8071 -1.3572 1.2954
H -3.8753 -3.2987 1.0340
H 4.0427 -0.9781 0.1788
C -0.9359 3.1366 1.7455
H -1.1739 3.2386 2.7937
H 0.2135 0.0471 -0.0407
H 2.0895 0.3627 1.0246
H 0.2950 4.8866 1.6893
N -0.1151 -0.7415 0.5000
H 3.0351 -1.5102 -3.3549
C -1.4625 -1.0491 0.3056
C -3.5600 -0.4492 -0.7433
O -1.6411 0.9188 -1.1021
H 2.3889 -0.0363 -1.4632
C -3.4147 -2.4237 0.6015
H -5.1969 -1.7784 -0.3995
H 1.5083 -1.5712 -1.4142
H -1.4972 -2.8315 1.4718
C 2.1784 -0.7105 1.2080
C -0.1137 4.0616 1.1264
H 2.6728 -0.8635 2.1683
C 2.4931 -1.1131 -1.3010
C 3.0241 -1.3672 0.1084
O 0.5790 -2.3215 1.9893
C 0.1769 3.9266 -0.2219
C -1.1615 1.9356 -0.3168
H 3.5421 -2.7618 -2.2201
H 0.8125 4.6473 -0.7143
C -4.1564 -1.5741 -0.1999
C -2.2261 -0.1799 -0.4916
H 3.0646 -2.4426 0.2926
C -0.3396 2.8693 -0.9444
H -2.1122 1.3591 1.5179
H -4.1155 0.2332 -1.3681
C -1.4642 2.0748 1.0332
*
```

Calculated values
SMILES: CCCCC(=O)Nc1ccccc1Oc1ccccc1
Lowest unoccupied orbital energy in eV: 0.8
Gap between HOMO and LUMO in eV: 9.32



4.
C17H20AsClNO4Re as an isolated structure. Source: OMol25; level of theory: ωB97M-V/def2-TZVPD.

Structure (ORCA input):
```
! RIJCOSX wB97M-V def2-TZVPD def2/J DEFGRID3
* xyz 3 2
H -3.1455 2.2873 0.1595
C -1.2452 -0.5825 2.3191
H -0.8721 4.1050 -2.8575
C -1.2763 -3.3239 -0.8840
H -2.1960 -3.3069 2.3753
H -2.0461 -1.5415 3.7884
O -0.8339 0.5189 1.9196
H -1.1311 5.0878 -0.0498
H -3.0182 1.6639 -1.5117
Re 0.2905 0.6157 0.0796
O -0.0104 -0.0836 -1.9151
As -0.8464 2.7267 -0.7798
C 2.9536 -2.4374 0.7445
C -0.5473 4.2577 0.3474
O -1.6981 -0.6749 3.5183
H 2.2572 0.6842 -1.8890
N -0.6889 -1.2662 0.1732
H 2.7527 -2.8885 2.8511
C -1.7605 -2.9643 1.4446
C -2.7608 2.4804 -0.8399
C -0.3062 3.2233 -2.5578
H 2.0304 -0.6068 3.4850
H 0.5080 4.5266 0.3324
H 2.7020 1.8863 -0.6269
C 2.8622 -1.4936 -0.2400
C 2.1330 0.0883 1.4325
C 2.4760 -0.1604 0.0799
H 3.3111 -3.4301 0.5038
C 2.2174 0.9379 -0.8357
H -0.1074 -1.2969 -3.9934
H -3.1936 3.4070 -1.2186
C -1.7629 -3.8017 0.3296
H 0.7563 3.4600 -2.5615
H -2.1774 -4.7995 0.3982
C 2.6369 -2.1280 2.0894
Cl 1.7149 1.7683 1.7860
H -1.3187 -3.9166 -1.7891
C -1.2216 -1.6967 1.3270
C -0.7537 -2.0451 -0.9116
H -0.5110 2.4085 -3.2482
C 2.2254 -0.8715 2.4539
H -0.8703 4.0398 1.3639
H 3.1650 -1.7219 -1.2549
C -0.3266 -1.2727 -2.0985
O -0.3664 -1.8624 -3.2394
*
```

Calculated values
Lowest unoccupied orbital energy (spin up / spin down) in eV: -11.1 / -12.1
Gap between HOMO and LUMO (spin up / spin down) in eV: 7.53 / 6.39
Expectation value of S²: 0.76



5.
C17H20BClN6Tc as an isolated structure at a distorted geometry. Source: OMol25; level of theory: ωB97M-V/def2-TZVPD.

Structure (ORCA input):
```
! RIJCOSX wB97M-V def2-TZVPD def2/J DEFGRID3
* xyz 2 4
H 0.3957 0.4358 6.2407
H 4.0114 -2.3962 -1.8687
H -3.5725 -0.6221 -4.2564
C -0.1685 0.6823 4.1980
H 3.0334 -0.7030 -3.8268
C 3.1645 -1.7334 -1.8142
H -1.2544 1.6930 1.8422
C -1.5206 0.1440 -4.1119
C -2.7150 -0.3839 -3.6542
C 2.2698 -1.6004 -0.7508
H -2.0629 0.1172 1.8717
C -1.9360 -2.3599 0.9830
C 1.0184 -1.2546 5.0430
C 0.8272 3.3700 -2.1479
B 0.7556 0.8751 -3.0253
H -2.2792 -2.1038 1.9853
C 0.4170 -0.0060 5.2548
C 0.4147 -1.1298 2.7142
N -1.3254 -0.0877 -1.9196
H -1.1097 -3.0695 1.0309
Cl -0.8920 2.2075 4.5222
H 1.4853 -1.7562 5.8889
H -1.1765 0.4360 -5.0858
H 0.5250 5.0447 -0.7460
C -1.0824 0.6174 1.7881
N 1.6587 -0.1805 -2.3464
H 1.4403 -2.7992 3.5901
H -3.2405 -0.9324 -1.5259
H -0.2638 3.0529 0.9560
H 1.1418 3.7735 -3.0994
C 2.7254 -0.8662 -2.8019
N 0.6658 2.0431 -2.0020
H -1.6134 -1.3945 0.4473
N 1.3487 -0.6536 -1.0824
N 0.2079 1.8046 -0.6972
N -0.6734 0.3101 -3.0883
H 1.1441 1.2312 -4.1103
Tc -0.4335 -0.0614 -0.0874
C 0.5037 3.9990 -0.9557
H 2.2040 -2.1229 0.2017
C 0.1071 3.0009 -0.0618
C -2.5694 -0.5304 -2.2673
H 0.3845 -1.6216 1.7224
C -0.2099 0.1064 2.8962
C 1.0025 -1.8175 3.7754
H -2.7536 -2.7576 0.3818
*
```

Calculated values
Lowest unoccupied orbital energy (spin up / spin down) in eV: -7.0 / -11.7
Gap between HOMO and LUMO (spin up / spin down) in eV: 7.12 / 2.36
Expectation value of S²: 3.77



6.
A 3-piece molecular cluster, C17H20BNO10 overall at a distorted geometry. Source: OMol25; level of theory: ωB97M-V/def2-TZVPD.

Structure (ORCA input):
```
! RIJCOSX wB97M-V def2-TZVPD def2/J DEFGRID3
* xyz 0 1
C 4.8767 -0.5501 0.5744
H -1.1494 -0.2267 -0.6966
C -1.6975 -1.9237 -1.2633
H 4.3962 3.2640 2.5722
C -3.3833 3.4084 -2.1900
H 0.7277 -0.2255 2.6220
C -1.2330 2.9862 -1.0558
C -2.7745 -4.4338 -0.4554
C 1.7142 1.3858 1.3397
O -1.1998 -0.6951 -1.5539
O -1.8032 -1.3526 1.0083
N 3.7350 2.4861 2.7540
O -3.9246 0.7692 0.3347
H 5.9325 -0.9929 0.5724
C -2.0133 -2.2084 0.1649
C 1.7716 0.0917 2.2822
H -2.8157 -3.7078 1.5349
H -3.2155 0.4353 0.9207
H -1.6668 -2.6438 -3.2555
C -4.0337 2.3884 -1.3623
H 2.4001 0.2087 3.2205
H -2.0444 4.9180 -3.3530
O -2.6128 -5.0234 -2.7192
O -1.2946 1.3636 0.6550
O 4.5349 -0.4235 -0.8348
C -3.3395 1.7198 -0.4390
H -0.1764 3.1558 -0.8935
C -2.5746 -3.5202 0.4973
B 2.3762 -1.1628 1.4392
C -2.4337 -4.1586 -1.8812
O -3.9858 4.0491 -3.0314
H -5.0860 2.2075 -1.5345
C -1.8900 1.9846 -0.2134
O -1.3350 4.5816 -2.7725
H -3.3387 -6.1250 -1.0198
H 1.7560 1.0013 0.2601
O -3.2957 -5.6524 -0.1666
C -1.8941 -2.8375 -2.2160
H 4.3575 1.6736 2.9115
C 2.9754 2.3388 1.5139
H 1.5733 -1.8413 0.8674
C -1.9262 3.6530 -1.9822
C 3.9413 -1.5740 1.3678
H 4.0363 -2.5807 0.8299
H 4.3330 -1.6497 2.4359
H 3.6552 -0.0137 -0.9312
H 0.7545 1.9494 1.5383
H 4.9748 0.4736 1.0809
O 3.3158 3.0299 0.5230
*
```

Calculated values
SMILES: O=C1C=C(O)C(=O)C=C1O.O=C1C=C(O)C(=O)C=C1O.NC(=O)CCBCCO
Lowest unoccupied orbital energy in eV: -1.8
Gap between HOMO and LUMO in eV: 8.04